DFT (ωB97M-V with the def2-TZVPD basis set) results for a molecular structure, C32H110F3InO30Y in a non-equilibrium geometry.

Each line ends with the Löwdin charge.
CARTESIAN COORDINATES (ANGSTROEM)
In: 6.493 -3.500 2.679  1.0715
Y: 1.945 -2.734 1.809  1.7065
O: 1.242 -3.188 -0.396  -0.2824
C: 2.350 -3.659 -1.207  -0.1874
C: 3.847 -3.639 -0.611  -0.2418
O: 3.961 -3.658 0.760  -0.3248
H: 2.208 -3.255 -2.209  0.0972
H: 2.072 -4.689 -1.430  0.1189
H: 4.368 -2.735 -0.925  0.1269
H: 4.266 -4.555 -1.028  0.1226
O: 3.440 -3.194 3.632  -0.3201
C: 2.734 -2.999 4.864  -0.2260
C: 1.479 -2.055 4.833  -0.2320
O: 0.670 -2.042 3.654  -0.2926
H: 3.426 -2.627 5.620  0.1223
H: 2.433 -3.961 5.278  0.1269
H: 1.888 -1.070 5.057  0.1238
H: 0.878 -2.326 5.701  0.1182
C: 2.039 0.353 0.729  -0.3190
O: 0.936 -0.554 0.563  -0.1598
O: 2.886 -0.494 1.450  -0.2686
C: 2.473 1.001 -0.634  -0.4453
F: 3.383 0.323 -1.426  0.1160
F: 1.375 1.414 -1.298  0.1502
F: 3.092 2.180 -0.310  0.1068
C: -0.376 0.001 0.605  -0.2495
C: -1.402 -1.038 0.695  -0.0572
H: -1.204 -1.671 1.559  0.0781
H: -2.402 -0.618 0.576  0.0777
H: -1.376 -1.700 -0.171  0.0696
H: -0.505 0.451 -0.380  0.1121
H: -0.596 0.688 1.422  0.1120
H: 1.772 1.095 1.481  0.1559
C: -5.169 -1.763 -0.154  -0.1288
O: -5.052 -2.478 1.045  -0.1426
H: -5.850 -0.934 0.044  0.0919
H: -4.169 -1.510 -0.506  0.0525
H: -5.662 -2.462 -0.829  0.0901
H: -4.464 -3.226 0.914  0.0492
C: 7.143 -0.475 5.201  -0.1708
O: 6.143 -0.991 4.392  -0.2207
H: 6.769 -0.206 6.188  0.0870
H: 7.819 -1.288 5.467  0.0757
H: 7.794 0.309 4.815  0.0917
H: 5.519 -0.282 4.218  0.0419
C: 0.059 4.373 -3.588  -0.1602
O: -0.995 3.714 -4.232  -0.1117
H: 0.946 3.779 -3.369  0.0459
H: 0.617 5.052 -4.232  0.0769
H: -0.229 4.949 -2.710  0.0725
H: -0.622 3.286 -5.007  0.0272
C: -4.908 -5.778 -2.188  -0.1362
O: -5.189 -5.835 -0.797  -0.1301
H: -3.868 -5.943 -2.470  0.0531
H: -5.490 -6.527 -2.726  0.0806
H: -5.293 -4.796 -2.459  0.0758
H: -4.645 -5.242 -0.275  0.0188
C: 2.945 5.336 1.769  -0.1728
O: 2.133 4.735 2.751  -0.1185
H: 3.039 6.421 1.812  0.0834
H: 3.984 5.021 1.868  0.0686
H: 2.689 5.044 0.750  0.0725
H: 1.247 5.086 2.636  0.0561
C: -2.655 5.870 -0.989  -0.1447
O: -2.228 6.962 -0.137  -0.1215
H: -3.652 5.496 -0.756  0.0759
H: -2.712 6.336 -1.972  0.0835
H: -1.959 5.032 -1.037  0.0448
H: -2.112 6.637 0.759  0.0572
C: -2.851 -1.434 -3.103  -0.1715
O: -2.373 -2.616 -3.618  -0.0939
H: -2.429 -0.658 -3.742  0.0759
H: -3.933 -1.322 -3.035  0.0929
H: -2.298 -1.238 -2.184  0.0605
H: -1.425 -2.559 -3.474  0.0230
C: -6.726 2.521 -3.093  -0.1949
O: -6.876 1.272 -2.530  -0.1072
H: -5.867 3.088 -2.734  0.0729
H: -6.722 2.297 -4.159  0.0811
H: -7.592 3.181 -3.034  0.0781
H: -5.974 0.955 -2.437  0.0551
C: 6.221 -0.037 0.286  -0.1327
O: 5.744 -0.688 1.453  -0.2098
H: 7.274 -0.247 0.096  0.0850
H: 5.841 -0.415 -0.663  0.0637
H: 5.978 1.021 0.381  0.0873
H: 4.813 -0.460 1.509  0.0131
C: -8.228 -2.206 2.214  -0.2144
O: -7.162 -1.504 2.658  -0.1114
H: -8.260 -2.386 1.140  0.0787
H: -8.273 -3.176 2.708  0.0799
H: -9.134 -1.633 2.411  0.0825
H: -6.403 -1.818 2.161  0.0195
C: 1.251 -1.096 -3.932  -0.1379
O: 0.398 -2.139 -3.543  -0.0969
H: 0.721 -0.169 -3.713  0.0767
H: 2.226 -0.958 -3.463  0.0720
H: 1.494 -0.930 -4.982  0.0849
H: 0.705 -2.492 -2.705  0.0384
C: 2.530 3.693 -7.117  -0.1116
O: 2.809 2.542 -6.323  -0.1367
H: 2.085 3.377 -8.061  0.0862
H: 1.816 4.362 -6.637  0.0851
H: 3.470 4.144 -7.437  0.0855
H: 3.144 2.811 -5.464  0.0414
C: 4.532 2.987 -3.258  -0.1775
O: 3.217 3.171 -3.545  -0.1079
H: 4.914 2.207 -3.916  0.0885
H: 5.258 3.794 -3.360  0.0883
H: 4.619 2.664 -2.220  0.0692
H: 2.779 2.483 -3.039  0.0638
C: -2.302 -5.260 1.777  -0.1137
O: -3.081 -4.772 0.717  -0.1445
H: -1.890 -6.199 1.408  0.0870
H: -1.694 -4.397 2.050  0.0764
H: -2.896 -5.509 2.656  0.0950
H: -2.424 -4.706 0.020  0.0476
C: 4.469 2.485 3.231  -0.1269
O: 4.310 1.100 3.404  -0.1305
H: 3.582 2.912 2.763  0.0540
H: 4.653 3.009 4.169  0.0938
H: 5.302 2.692 2.559  0.0807
H: 3.567 0.799 2.877  0.0334
C: -4.252 0.373 2.887  -0.0710
O: -3.044 1.205 2.841  -0.1516
H: -4.717 0.406 1.901  0.0759
H: -4.047 -0.602 3.327  0.0706
H: -4.997 0.838 3.534  0.0865
H: -2.489 0.919 3.570  0.0291
C: -0.479 1.162 -6.559  -0.1434
O: 0.285 1.972 -5.738  -0.1368
H: -1.567 1.219 -6.543  0.0924
H: -0.230 1.267 -7.615  0.0856
H: -0.231 0.132 -6.304  0.0663
H: 1.203 2.014 -6.014  0.0296
C: -0.902 -5.806 -2.190  -0.1285
O: -1.099 -4.611 -1.459  -0.1165
H: 0.012 -5.757 -2.782  0.0790
H: -0.812 -6.747 -1.647  0.0789
H: -1.712 -6.027 -2.885  0.0769
H: -0.286 -4.189 -1.170  0.0259
C: -0.281 1.488 4.724  -0.1510
O: -1.017 0.334 4.693  -0.1130
H: 0.197 1.701 3.767  0.0630
H: -0.889 2.323 5.071  0.1104
H: 0.612 1.323 5.326  0.0820
H: -0.514 -0.319 4.202  0.0469
C: 1.398 -6.143 1.752  -0.1030
O: 1.195 -4.959 2.468  -0.1866
H: 0.427 -6.558 1.482  0.0771
H: 1.946 -6.120 0.810  0.0947
H: 1.792 -6.888 2.444  0.1039
H: 0.756 -5.212 3.284  0.1200
C: -3.053 1.902 -1.647  -0.1519
O: -3.289 1.751 -3.022  -0.1156
H: -1.964 1.950 -1.631  0.0689
H: -3.445 2.804 -1.177  0.0755
H: -3.365 1.032 -1.070  0.0665
H: -2.614 2.254 -3.483  0.0522
C: -2.913 -2.421 5.651  -0.1128
O: -1.580 -2.968 5.764  -0.1336
H: -2.977 -1.456 5.147  0.0538
H: -3.513 -3.176 5.143  0.0782
H: -3.313 -2.242 6.649  0.0834
H: -0.979 -2.464 5.210  0.0025
C: -0.880 3.626 1.533  -0.1494
O: -2.143 3.697 2.174  -0.1145
H: -1.099 3.143 0.580  0.0700
H: -0.311 4.556 1.561  0.0720
H: -0.263 2.874 2.024  0.0381
H: -2.482 2.812 2.325  0.0153
C: 5.091 6.611 -1.328  -0.1586
O: 4.670 7.845 -1.878  -0.1298
H: 5.413 6.732 -0.294  0.0774
H: 4.137 6.093 -1.432  0.0698
H: 5.832 6.159 -1.987  0.0763
H: 4.160 8.361 -1.249  0.0755

Net charge: +1
E_tot in a.u.: -4069.6364
HOMO energy in eV: -10.8
Lowest unoccupied orbital energy in eV: -9.03
Orbital gap in Ha: 0.0658

DFT (ωB97M-V with the def2-TZVPD basis set) results for a molecular structure, C32H19CrF10N6O7P2S2 in a non-equilibrium geometry.

Each line ends with the Löwdin charge.
CARTESIAN COORDINATES (ANGSTROEM)
Cr: 0.398 -1.028 -0.280  0.6415
C: -3.351 -0.573 -2.348  -0.0869
C: -2.079 -1.002 -2.030  -0.0602
N: -1.420 -0.466 -1.007  0.0251
C: -2.009 0.516 -0.309  -0.1558
C: -3.299 0.912 -0.639  -0.0464
N: -3.972 0.372 -1.647  0.1208
C: -1.201 1.060 0.805  -0.2412
C: -1.612 1.995 1.708  0.0215
C: -0.733 2.380 2.748  -0.1170
C: 0.502 1.776 2.814  0.0664
C: 0.871 0.801 1.875  -0.1820
N: 0.010 0.485 0.883  -0.0145
C: 2.059 0.015 1.862  -0.1871
C: 3.193 0.265 2.653  -0.0921
N: 4.283 -0.458 2.623  0.0571
C: 4.255 -1.530 1.766  -0.1357
C: 3.180 -1.811 0.978  -0.1390
N: 2.063 -1.049 0.970  -0.0044
C: -1.155 3.381 3.768  -0.1432
C: -2.440 3.915 3.783  -0.0078
C: -2.804 4.815 4.771  -0.1438
N: -1.991 5.225 5.744  0.0491
C: -0.756 4.722 5.723  -0.1487
C: -0.301 3.822 4.776  -0.0165
H: -3.889 -1.003 -3.183  0.1125
H: -1.566 -1.779 -2.581  0.1204
H: -3.799 1.685 -0.071  0.1204
H: -2.578 2.456 1.584  0.0988
H: 1.194 2.011 3.608  0.1000
H: 3.194 1.115 3.331  0.1109
H: 5.140 -2.152 1.729  0.0932
H: 3.189 -2.672 0.325  0.0919
H: -3.172 3.643 3.036  0.1026
H: -3.806 5.229 4.783  0.1031
H: -0.091 5.059 6.511  0.1015
H: 0.722 3.480 4.840  0.1001
C: -0.910 -6.106 0.568  -0.0575
C: -0.882 -4.630 0.187  -0.5825
O: -2.161 -4.183 -0.293  -0.0554
P: -0.515 -3.549 1.604  0.5078
O: -1.439 -4.023 2.811  -0.0775
O: 0.909 -3.968 2.123  -0.0845
O: -0.713 -2.099 1.323  -0.2667
P: 0.317 -4.251 -1.169  0.3527
O: 1.717 -4.655 -0.418  -0.1590
O: 0.051 -5.124 -2.326  -0.2621
O: 0.271 -2.751 -1.343  -0.3779
H: -1.798 -6.310 1.166  0.0855
H: -0.024 -6.383 1.144  0.0850
H: -0.930 -6.709 -0.341  0.0854
H: -2.232 -4.437 -1.223  0.0953
H: -2.160 -3.395 2.954  0.1003
H: 1.506 -4.253 1.401  0.0615
H: 2.422 -4.755 -1.074  0.0941
F: 6.853 -0.942 -3.828  0.1122
C: 5.627 -0.675 -3.365  -0.1493
C: 5.138 0.615 -3.373  -0.1441
F: 5.904 1.604 -3.850  0.1143
C: 3.875 0.887 -2.885  -0.2447
F: 3.474 2.156 -2.903  0.0957
C: 3.027 -0.103 -2.384  -0.4639
S: 1.421 0.400 -1.866  0.7758
C: 3.558 -1.388 -2.405  -0.2189
F: 2.827 -2.438 -1.979  0.0479
C: 4.825 -1.680 -2.873  -0.1468
F: 5.271 -2.946 -2.856  0.1030
F: -4.707 3.244 -5.027  0.0876
C: -3.694 3.309 -4.141  -0.1652
C: -2.406 2.980 -4.515  -0.1590
F: -2.175 2.598 -5.784  0.0936
C: -1.370 3.044 -3.604  -0.2582
F: -0.149 2.731 -4.053  0.0596
C: -1.548 3.429 -2.264  -0.6247
S: -0.257 3.496 -1.113  0.5489
C: -2.875 3.755 -1.941  -0.2776
F: -3.184 4.152 -0.687  0.0369
C: -3.921 3.704 -2.840  -0.1726
F: -5.168 4.035 -2.458  0.0906

Spin multiplicity: 5
Net charge: -1
E_tot in a.u.: -5608.6446
HOMO energy (spin up / spin down) in eV: -3.7 / -4.1
Lowest unoccupied orbital energy (spin up / spin down) in eV: 1.22 / 0.92
Orbital gap (spin up / spin down) in Ha: 0.1815 / 0.1835